Entry from the OMol25 dataset: C36H35Cl2CrN4O2S6 as an isolated structure at a distorted geometry (ωB97M-V/def2-TZVPD).

The geometry in XYZ format:
```
86
Properties=species:S:1:pos:R:3
Cr 0.1949 -0.1280 0.4826
S 5.1164 0.4752 5.7273
C 3.9893 0.5039 4.4868
S 2.3080 0.7072 4.7239
C 1.7891 0.6749 3.0568
C 2.7790 0.4918 2.1526
S 2.5537 0.3950 0.4308
S 4.3788 0.3245 2.8313
S 0.0978 0.8554 2.6790
N -2.5706 -1.8802 -1.1754
C -2.7962 -1.7647 0.1517
S -2.5372 -0.3023 0.9158
N -3.1306 -2.9511 0.7379
C -3.7974 -3.2176 1.9464
C -4.5586 -2.2815 2.6442
C -5.2034 -2.6583 3.8138
C -5.1193 -3.9546 4.2977
C -4.3827 -4.8902 3.5851
C -3.7304 -4.5285 2.4196
H -2.0123 -1.1226 -1.5411
H -2.2673 -2.7906 -1.5072
H -2.7512 -3.7758 0.2842
H -4.6215 -1.2679 2.2897
H -5.7750 -1.9149 4.3562
H -5.6176 -4.2317 5.2183
H -4.2975 -5.9082 3.9456
H -3.1340 -5.2520 1.8782
Cl -2.2168 3.3168 -3.7724
C -2.5710 3.5675 -2.0901
C -3.3625 2.6316 -1.4505
C -3.7606 2.8265 -0.1406
C -3.3747 3.9801 0.5196
C -2.5549 4.8872 -0.1206
Cl -2.0444 6.3113 0.7577
C -2.0806 4.7017 -1.4265
N -1.2130 5.6188 -1.9904
C -0.0733 5.3214 -2.8007
C 0.1178 6.1134 -3.9303
C 1.2231 5.9314 -4.7411
C 2.1424 4.9363 -4.4285
C 1.9559 4.1565 -3.3013
C 0.8644 4.3408 -2.4514
C 0.7442 3.4881 -1.2230
C 0.4096 2.0129 -1.4929
O 0.7931 1.4667 -2.5164
O -0.2737 1.4802 -0.5394
H -3.6519 1.7406 -1.9894
H -4.3489 2.0744 0.3649
H -3.6678 4.1665 1.5433
H -1.1670 6.5011 -1.5109
H -0.6332 6.8564 -4.1716
H 1.3566 6.5497 -5.6206
H 3.0059 4.7709 -5.0611
H 2.6668 3.3809 -3.0474
H 0.0530 3.8864 -0.4910
H 1.7168 3.4200 -0.7213
C 2.3400 -2.7216 -1.9373
C 0.8993 -3.0692 -2.3345
C 0.2496 -1.8722 -3.0305
C 0.1673 -3.7142 -1.1626
C -0.3354 -4.9942 -1.3454
C -0.7537 -5.7986 -0.2847
C -0.5072 -5.3245 1.0062
C -0.0442 -4.0483 1.2614
C 0.3468 -3.6721 2.6795
C 1.8162 -3.2372 2.7463
C -0.5561 -2.6307 3.3463
C 0.1392 -3.1269 0.1636
N 0.3270 -1.8374 0.3872
H 2.9353 -2.5100 -2.8303
H 2.8032 -3.5516 -1.3984
H 2.3720 -1.8474 -1.2890
H 0.9584 -3.8597 -3.0943
H 0.1218 -1.0253 -2.3589
H -0.7158 -2.1476 -3.4674
H 0.8857 -1.5178 -3.8428
H -0.3379 -5.4018 -2.3541
H -1.1291 -6.8004 -0.4536
H -0.6791 -5.9814 1.8564
H 0.2518 -4.5980 3.2630
H 1.9785 -2.3463 2.1374
H 2.4742 -4.0289 2.3788
H 2.0985 -2.9998 3.7757
H -0.5467 -1.6828 2.8132
H -0.2100 -2.4418 4.3672
H -1.5892 -2.9837 3.4028
```

Summary:
Total charge: -2
HOMO (alpha / beta), eV: -1.1 / -1.4
Spin multiplicity: 2
Energy above the lowest of the compared OMol25 structures with the same formula, charge and spin, kcal per mole: 4.4

***

Entry from the OMol25 dataset: a 2-piece molecular cluster, C4H8NO3 overall at a distorted geometry (ωB97M-V/def2-TZVPD).

The geometry in XYZ format:
```
16
Properties=species:S:1:pos:R:3
C -1.7312 2.2514 0.4694
C -1.3792 1.1330 -0.4758
O -0.4917 0.2911 -0.0929
O -1.8762 1.0929 -1.6144
H -0.7987 2.7494 0.7737
H -2.1235 1.9446 1.4174
H -2.4067 3.0352 0.1317
C 0.8176 -1.9393 0.8063
C 1.8178 -1.3047 -0.1250
O 2.9862 -1.2949 0.1761
N 1.3484 -0.9793 -1.4341
H 1.8385 -0.1239 -1.6975
H 0.3674 -0.6849 -1.5174
H -0.1532 -2.3126 0.4400
H 0.5870 -1.0597 1.3970
H 1.1975 -2.7984 1.3455
```

Summary:
Total charge: -1
HOMO, eV: -4.4
Energy above the lowest of the compared OMol25 structures with the same formula, charge and spin, kcal per mole: 22.4

***

Entry from the OMol25 dataset: a 7-piece molecular cluster, C22H30F2O21 overall at a distorted geometry (ωB97M-V/def2-TZVPD).

The geometry in XYZ format:
```
75
Properties=species:S:1:pos:R:3
C -12.0933 -15.6525 12.3090
C -11.1821 -15.2334 11.1383
O -12.0082 -15.5310 10.0137
C -13.2915 -15.4492 10.3849
O -14.2070 -15.3389 9.6529
O -13.3799 -15.4233 11.7385
H -11.9288 -15.0394 13.1881
H -12.0396 -16.7206 12.5214
H -10.2221 -15.7231 11.0016
H -11.0060 -14.1547 11.1392
C -17.2097 -16.0869 3.0535
C -16.8307 -16.2304 1.5462
O -16.6538 -17.6320 1.4296
C -17.0052 -18.2847 2.5306
O -17.0085 -19.4721 2.6159
O -17.3666 -17.4069 3.5004
H -18.0939 -15.4545 3.1074
H -16.3703 -15.6289 3.5805
H -15.8322 -15.8105 1.3995
H -17.4867 -15.7131 0.8508
C -11.2887 -12.0088 7.3560
C -11.8581 -12.5880 6.0774
O -13.2490 -12.3150 6.1939
C -13.3930 -11.2284 6.9889
O -14.4201 -10.7138 7.2712
O -12.2247 -10.9312 7.6120
H -10.2524 -11.6842 7.3074
H -11.3756 -12.6334 8.2485
H -11.7876 -13.6756 6.0952
H -11.3723 -12.1714 5.1965
C -13.8515 -19.0175 10.6969
C -14.9004 -18.8801 9.5637
O -16.1383 -18.7640 10.2549
C -15.8898 -18.6147 11.5837
O -16.7006 -18.3378 12.4080
O -14.5976 -18.7458 11.8712
H -13.0918 -18.2516 10.5519
H -13.4327 -20.0202 10.6631
H -14.8978 -19.7925 8.9706
H -14.6694 -18.0165 8.9424
C -16.6339 -11.9130 3.6518
C -18.0326 -11.4905 4.0642
O -18.6419 -12.3522 4.9880
C -19.3158 -13.3984 4.5371
O -19.8643 -13.4604 3.4759
O -19.2616 -14.3562 5.4500
C -19.9992 -15.5323 5.1870
H -16.7257 -12.9683 3.3544
H -15.8587 -11.8134 4.4074
H -16.3583 -11.4581 2.7002
H -18.6255 -11.4123 3.1477
H -18.0168 -10.4508 4.3943
H -21.0248 -15.3334 4.8815
H -19.9258 -16.2229 6.0228
H -19.5413 -16.1114 4.3794
C -16.0543 -15.0468 6.7511
C -14.8109 -15.4810 5.9807
O -14.9611 -16.8970 5.8467
C -16.0974 -17.2713 6.4504
O -16.4103 -18.4049 6.6001
O -16.8568 -16.2189 6.8042
F -13.7145 -15.2063 6.7302
H -16.5632 -14.2715 6.1808
H -15.7120 -14.7505 7.7413
H -14.7048 -15.0613 4.9804
C -13.7721 -20.4656 5.1111
C -13.6341 -19.6351 3.8159
O -12.5883 -20.2810 3.1422
C -11.9650 -21.1701 3.9369
O -10.9879 -21.7732 3.6174
O -12.6058 -21.3062 5.1028
F -13.3515 -18.3277 4.0528
H -14.7040 -21.0217 5.0534
H -13.6868 -19.8431 5.9979
H -14.5634 -19.7504 3.2545
```

Summary:
Structure (SMILES): O=C1OC[C@@H](F)O1.O=C1OC[C@@H](F)O1.CCOC(=O)OC.O=C1OCCO1.O=C1OCCO1.O=C1OCCO1.O=C1OCCO1
HOMO, eV: -10.9

***

Entry from the OMol25 dataset: a 2-piece molecular cluster, C4H6O2 overall (ωB97M-V/def2-TZVPD).

The geometry in XYZ format:
```
12
Properties=species:S:1:pos:R:3
O -1.9719 -0.1133 1.8226
C -1.9144 -0.3438 0.6475
O -0.0269 -1.6213 0.2156
C 0.3902 -0.5322 -0.0982
C 1.0815 0.2096 -1.1452
C 1.0976 0.6662 0.3560
H -2.3153 -1.2360 0.1343
H -1.4118 0.3498 -0.0775
H 1.9242 -0.3365 -1.5556
H 0.5771 0.8799 -1.8377
H 1.9638 0.4613 0.9768
H 0.6058 1.6164 0.5614
```

Summary:
Structure (SMILES): O=C1CC1.C=O
HOMO, eV: -9.7
Energy above the lowest of the compared OMol25 structures with the same formula, charge and spin, kcal per mole: 82.3

***

Entry from the OMol25 dataset: C4H8N4O in the gas phase at a distorted geometry (ωB97M-V/def2-TZVPD).

The geometry in XYZ format:
```
17
Properties=species:S:1:pos:R:3
C -0.6395 -1.8053 -1.5522
C -0.4410 -0.6194 0.6123
C 0.0670 1.1731 2.2582
C -0.0451 1.7859 0.9244
H 0.8902 0.8685 -1.1280
H 1.9204 -0.4161 -1.0414
H -1.4688 -2.2254 -1.0448
H 0.3097 -1.5465 -3.2538
H -0.9036 0.8823 2.6391
H 0.8930 1.3732 2.9217
H 0.7273 2.4716 0.6052
H -1.0651 1.8677 0.5266
N 1.0069 -0.1231 -1.3405
N 0.0445 -0.9016 -0.7125
N -0.4277 -2.0652 -2.7848
N 0.4611 0.4372 1.1368
O -1.3293 -1.1568 1.2337
```

Summary:
Structure (SMILES): [H]/N=C\N(N)C(=O)N1CC1
HOMO, eV: -9.7
Energy above the lowest of the compared OMol25 structures with the same formula, charge and spin, kcal per mole: 69.7

***

Entry from the OMol25 dataset: C4H4N4 in the gas phase at a distorted geometry (ωB97M-V/def2-TZVPD).

The geometry in XYZ format:
```
12
Properties=species:S:1:pos:R:3
C 1.3075 -0.9497 1.8214
C -0.3688 1.1453 -0.5996
C 0.6222 0.9932 0.3337
C -1.1495 -0.0474 -1.0494
N 1.5214 -1.1631 2.9287
N -0.3131 -1.1712 -1.2282
N 0.5389 -1.4893 -0.4069
N 0.8044 -0.6345 0.6174
H -0.6648 2.0305 -1.1510
H 1.3294 1.5629 0.7277
H -1.8583 -0.3514 -0.0739
H -1.7694 0.0746 -1.9200
```

Summary:
Structure (SMILES): N#CN1C=CCN=N1
HOMO, eV: -9.6
Energy above the lowest of the compared OMol25 structures with the same formula, charge and spin, kcal per mole: 101.2